ORCA calculation (wB97M-V/def2-TZVPD) on a structure of composition C21H22N4O.

Computed properties:
E_tot	-30124.9606	eV
HOMO-LUMO gap	6.56	eV

```
! wB97M-V def2-TZVPD RIJCOSX def2/J DEFGRID3
* xyz 0 1
C -5.388 -2.726 -0.200
H -4.259 -3.069 -0.156
H -5.935 -3.297 0.250
C -5.566 -1.315 0.158
C -4.737 -0.516 -0.791
O -5.296 0.242 -1.486
N -3.523 -0.430 -0.204
C -2.749 -0.890 0.611
H -3.431 -1.533 1.220
C -2.114 0.148 1.623
N -1.362 1.304 0.910
C -0.089 0.840 0.637
N 0.382 -0.657 0.995
N 1.589 -0.849 0.928
C 2.483 -0.230 0.185
C 2.234 1.158 0.216
C 3.383 1.919 -0.166
C 3.066 3.372 -0.226
C 1.931 4.040 -0.103
C 0.767 3.137 0.406
C 0.959 1.696 0.236
H -0.283 3.586 0.721
H 1.656 5.114 -0.011
H 3.842 4.157 -0.379
H 4.344 1.865 -0.598
C 3.820 -0.887 -0.047
C 4.297 -2.015 0.850
C 5.486 -2.341 0.497
C 5.991 -2.312 -0.577
C 5.550 -1.419 -1.517
C 4.366 -0.589 -1.318
H 3.880 -0.049 -2.111
H 6.018 -1.173 -2.526
H 6.958 -2.928 -0.963
H 5.840 -3.276 1.231
H 3.830 -1.800 1.830
C -1.984 1.696 -0.406
H -1.342 2.332 -0.559
C -2.602 0.630 -1.119
H -3.302 1.148 -1.839
H -1.679 -0.071 -1.407
H -2.967 2.378 0.394
H -1.662 -0.295 2.461
H -3.021 0.644 2.083
H -1.998 -1.445 0.272
H -5.253 -1.253 1.237
H -6.575 -1.091 0.060
H -5.559 -2.951 -1.301
*
```



ORCA calculation (wB97M-V/def2-TZVPD) on the molecule C21H22N4O4S.

Computed properties:
E_tot	-47119.4080	eV
structure (SMILES)	COc1ccc(-c2cc(C(=O)N3CCN(S(=O)(=O)c4ccccc4)CC3)[nH]n2)cc1
HOMO-LUMO gap	8.60	eV

```
! wB97M-V def2-TZVPD RIJCOSX def2/J DEFGRID3
* xyz 0 1
C 5.028 -2.653 7.017
H 6.019 -2.960 7.349
O 5.029 -2.811 5.620
C 3.899 -2.499 4.928
C 2.719 -2.024 5.493
C 1.633 -1.740 4.688
C 1.689 -1.920 3.308
C 2.876 -2.395 2.749
C 3.962 -2.680 3.545
H 4.883 -3.047 3.120
H 2.954 -2.543 1.683
C 0.526 -1.615 2.492
N -0.582 -1.094 3.021
N -1.433 -0.948 2.026
C -0.925 -1.340 0.831
C 0.355 -1.793 1.102
H 1.050 -2.234 0.419
C -1.824 -1.324 -0.337
O -3.032 -1.416 -0.163
N -1.274 -1.267 -1.577
C 0.023 -0.719 -1.897
H 0.623 -0.612 -0.996
H 0.526 -1.391 -2.599
C -0.150 0.657 -2.555
N -1.007 0.527 -3.705
S -0.950 1.771 -4.820
O -1.768 1.373 -5.925
O 0.435 2.064 -5.036
C -1.724 3.149 -3.975
C -3.093 3.310 -4.064
C -3.699 4.331 -3.350
C -2.931 5.169 -2.556
C -1.558 4.999 -2.479
C -0.947 3.980 -3.191
H 0.120 3.828 -3.168
H -0.963 5.660 -1.866
H -3.406 5.964 -2.000
H -4.767 4.473 -3.413
H -3.656 2.649 -4.703
C -2.316 0.013 -3.382
H -2.873 -0.065 -4.315
C -2.149 -1.359 -2.729
H -3.113 -1.740 -2.390
H -1.701 -2.051 -3.447
H -2.849 0.685 -2.690
H 0.808 1.039 -2.906
H -0.578 1.358 -1.818
H -2.372 -0.613 2.179
H 0.717 -1.373 5.122
H 2.635 -1.872 6.558
H 4.275 -3.289 7.494
H 4.858 -1.610 7.305
*
```



ORCA calculation (wB97M-V/def2-TZVPD) on the molecule C21H22N6O4S.

Computed properties:
E_tot	-50101.5980	eV
structure (SMILES)	O=C(CCCn1c(=S)[nH]c2cc3c(cc2c1=O)OCO3)N1CCN(c2ncccn2)CC1
HOMO-LUMO gap	8.37	eV

```
! wB97M-V def2-TZVPD RIJCOSX def2/J DEFGRID3
* xyz 0 1
O 0.105 -0.778 -2.252
C 0.190 0.441 -2.283
N -0.844 1.209 -1.872
C -1.002 2.637 -2.002
H -1.952 2.817 -2.520
C -1.033 3.305 -0.613
N -1.533 2.367 0.361
C -0.901 2.191 1.541
N -1.363 1.236 2.357
C -0.749 1.104 3.518
C 0.322 1.898 3.897
C 0.710 2.862 2.978
N 0.105 3.030 1.821
H 1.534 3.538 3.175
H 0.822 1.770 4.841
H -1.138 0.325 4.163
C -2.544 1.465 -0.122
H -2.892 0.863 0.716
C -1.974 0.559 -1.231
H -2.750 0.330 -1.972
H -1.608 -0.384 -0.818
H -3.378 2.061 -0.509
H -0.039 3.614 -0.286
H -1.677 4.194 -0.648
H -0.204 3.068 -2.601
C 1.462 1.139 -2.730
C 2.235 1.684 -1.518
H 1.538 2.056 -0.766
H 2.876 2.510 -1.829
C 3.134 0.627 -0.868
N 2.435 -0.629 -0.645
C 2.717 -1.707 -1.434
S 3.899 -1.734 -2.585
N 2.011 -2.844 -1.216
C 0.941 -2.938 -0.368
C 0.631 -1.832 0.429
C -0.473 -1.852 1.297
C -1.207 -3.003 1.344
C -0.879 -4.121 0.558
C 0.184 -4.117 -0.306
H 0.419 -4.970 -0.920
O -1.766 -5.122 0.802
C -2.675 -4.617 1.761
O -2.318 -3.295 2.090
H -3.694 -4.634 1.343
H -2.642 -5.248 2.663
H -0.721 -0.976 1.873
C 1.432 -0.615 0.320
O 1.265 0.373 1.005
H 2.212 -3.609 -1.848
H 3.476 0.996 0.102
H 3.993 0.409 -1.505
H 2.072 0.403 -3.256
H 1.236 1.942 -3.431
*
```